{
  "formula": "C48H37CoF2NP2Si",
  "method": "ωB97M-V/def2-TZVPD",
  "elements": ["Co", "C", "Si", "C", "C", "C", "C", "C", "C", "P", "C", "C", "C", "C", "C", "C", "C", "C", "C", "C", "C", "C", "C", "C", "C", "C", "C", "C", "P", "C", "C", "C", "C", "C", "C", "C", "C", "C", "C", "C", "C", "H", "H", "H", "H", "H", "H", "H", "H", "H", "H", "H", "H", "H", "H", "H", "H", "H", "H", "H", "H", "H", "H", "H", "H", "H", "H", "H", "H", "H", "H", "H", "F", "C", "C", "C", "C", "C", "F", "C", "C", "C", "C", "C", "C", "N", "H", "H", "H", "H", "H", "H"],
  "coordinates": [[-0.54846, 0.51827, 0.05014], [-1.32483, 1.83810, 3.50851], [-0.37991, 0.63766, 2.35245], [-0.89387, -1.04663, 3.09218], [-0.92815, -1.34970, 4.45515], [-1.44297, -2.55005, 4.90949], [-1.94830, -3.48070, 4.00518], [-1.90796, -3.21247, 2.64964], [-1.37675, -2.00604, 2.19924], [-1.09704, -1.62908, 0.42970], [-2.61681, -2.22978, -0.39272], [-3.55923, -1.26881, -0.75119], [-4.76082, -1.63607, -1.33617], [-5.03401, -2.97384, -1.57582], [-4.10556, -3.94100, -1.21940], [-2.90609, -3.57237, -0.63065], [0.13160, -2.92729, 0.01599], [0.23680, -3.45245, -1.27125], [1.25773, -4.33166, -1.59670], [2.19130, -4.70237, -0.63914], [2.09695, -4.18632, 0.64579], [1.07610, -3.30634, 0.97083], [1.44522, 0.97508, 2.81529], [1.93115, 1.14990, 4.11106], [3.26629, 1.43409, 4.34551], [4.15319, 1.55491, 3.27997], [3.69178, 1.40152, 1.98315], [2.34721, 1.12088, 1.76154], [1.61318, 0.98526, 0.09919], [1.38796, 2.71739, -0.44231], [1.20907, 3.01102, -1.79382], [0.82291, 4.28070, -2.19086], [0.60002, 5.27091, -1.24437], [0.77499, 4.98665, 0.10177], [1.16768, 3.71880, 0.50152], [2.99169, 0.34292, -0.90377], [3.90341, 1.18366, -1.54033], [4.97060, 0.65453, -2.24886], [5.14833, -0.71954, -2.31534], [4.25902, -1.56342, -1.66770], [3.18625, -1.03536, -0.96679], [-1.07278, 1.63365, 4.55024], [-2.40474, 1.70376, 3.41894], [-1.08801, 2.88720, 3.32184], [-0.55197, -0.63398, 5.17664], [-1.46215, -2.76458, 5.97053], [-2.36498, -4.41344, 4.36230], [-2.28491, -3.94143, 1.94378], [-3.34442, -0.22462, -0.56750], [-5.47887, -0.87515, -1.61278], [-5.96674, -3.26312, -2.04179], [-4.31348, -4.98698, -1.40340], [-2.18882, -4.33851, -0.36576], [-0.47843, -3.16692, -2.03221], [1.32413, -4.72153, -2.60429], [2.98628, -5.39129, -0.89296], [2.81948, -4.46704, 1.40102], [1.02538, -2.90450, 1.97587], [1.25810, 1.06302, 4.95617], [3.62359, 1.55868, 5.36000], [5.19704, 1.77191, 3.46244], [4.37664, 1.49592, 1.14906], [1.34784, 2.23584, -2.53851], [0.68666, 4.49299, -3.24351], [0.29068, 6.25964, -1.55606], [0.60397, 5.75282, 0.84664], [1.29721, 3.50667, 1.55566], [3.77176, 2.25720, -1.49340], [5.66405, 1.31678, -2.75039], [5.98080, -1.13108, -2.87080], [4.39009, -2.63654, -1.71012], [2.49805, -1.70096, -0.46134], [0.60659, -1.58311, -4.80314], [-0.10603, -0.70164, -4.06561], [0.13748, -0.61737, -2.71165], [-0.59272, 0.25664, -1.90775], [-1.54044, 1.08980, -2.55760], [-1.75577, 0.95181, -3.92719], [-2.69934, 1.69601, -4.55649], [-1.05815, 0.06117, -4.71285], [-2.21958, 2.07520, -1.71426], [-2.96164, 3.16289, -2.17993], [-3.50403, 4.05543, -1.27895], [-3.30804, 3.85120, 0.07849], [-2.55737, 2.76336, 0.47052], [-2.01750, 1.89053, -0.38773], [0.90369, -1.25592, -2.30187], [-1.24973, -0.03306, -5.77040], [-3.08968, 3.30758, -3.23782], [-4.07016, 4.90619, -1.63395], [-3.71481, 4.51991, 0.82299], [-2.37390, 2.56800, 1.51276]],
  "homo_energy_ev": [-7.49, -7.61],
  "s_squared": 0.782,
  "e_tot_ev": -121386.23077,
  "charge": 0,
  "spin_multiplicity": 2
}